# 1
The following is a quantum chemistry calculation of a cluster of 2 separate species, C5H10N2O2 in total in a non-equilibrium geometry, from the OMol25 dataset.

Geometry as XYZ:
```
19
Properties=species:S:1:pos:R:3:forces:R:3:mulliken_spin:R:1
C 0.7748 -2.1612 -0.3822 -1.6 0.2 -0.3 -0.05
C 0.0026 -1.2412 -0.5078 -0.7 1.7 0.9 0.03
C -1.6536 0.1671 0.6543 -2.0 1.4 -2.0 0.02
C -0.5647 0.9433 -1.4029 3.8 1.7 1.9 0.02
C 1.8942 0.2979 1.2244 -4.9 0.0 6.8 1.00
N -0.6906 -0.0683 -0.3998 0.7 -2.1 -0.2 0.01
N 2.7173 0.3218 0.2302 4.5 -5.0 -6.7 0.40
O 3.3056 1.1988 -0.3917 0.3 2.5 0.1 0.64
O 3.1517 -1.0071 -0.1686 4.2 2.8 2.7 -0.01
H 1.2832 -3.0643 -0.3309 0.5 -1.0 -0.1 0.00
H 2.4398 -1.3617 -0.5785 -3.7 -1.6 -2.1 0.01
H -1.2309 0.4482 1.5521 1.4 1.1 1.9 -0.01
H -2.3667 1.0635 0.3242 1.4 -2.2 0.6 0.00
H -2.2114 -0.7053 0.9415 -0.6 -0.5 -0.5 0.00
H -1.4653 1.0299 -1.8933 -1.9 0.9 -1.3 0.00
H -0.1361 1.9036 -0.8714 -1.5 -1.3 -1.0 0.00
H 0.2821 0.7587 -2.0724 -0.5 -0.5 -0.1 0.00
H 1.5709 1.2958 1.4891 -0.4 -0.3 0.5 0.00
H 1.5581 -0.6997 1.6825 0.8 2.2 -0.9 -0.03
```
Positions in Å, forces in eV/Å.

## Properties
* Kohn-Sham gap (alpha / beta): 6.71 / 7.04 eV
* net charge: 0
* total energy: -12411.7998 eV
* relative energy (zero: lowest compared OMol25 entry of this formula, charge and spin): 105.7 kcal per mole
* molar mass: 130.147 g/mol
* multiplicity: 3

=====

# 2
The following is a quantum chemistry calculation of a cluster of 2 separate species, C3H10Br2N4O in total in a non-equilibrium geometry, from the OMol25 dataset.

Geometry as XYZ:
```
20
Properties=species:S:1:pos:R:3:forces:R:3:nbo_charge:R:1
C -1.1238 -0.5920 0.1689 -0.8 0.4 2.9 0.72
C 1.7707 1.6263 -1.1206 0.5 -5.0 2.9 -0.58
C 0.5774 1.1922 -0.2740 0.0 2.4 3.7 -0.27
N -1.6761 0.1419 1.1421 0.6 0.2 -1.6 -0.30
N -0.0072 -0.1191 -0.6002 0.8 1.4 2.2 -0.09
N -2.8991 -0.1766 1.7126 1.5 -0.6 0.3 -0.60
N 0.8223 -0.7828 -1.2366 -0.4 -2.6 -1.8 -0.11
O -1.4718 -1.8248 0.0744 1.0 0.1 -2.9 -0.57
Br 2.5855 -1.9900 0.2381 -0.2 0.0 0.2 0.14
Br 4.0941 -2.6113 -1.3272 0.0 0.0 -0.2 0.18
H 1.4415 1.5851 -2.0661 -0.3 -0.4 -3.9 0.23
H 1.9923 2.5654 -0.8966 0.9 4.2 1.2 0.25
H 2.6937 0.9719 -0.8350 -1.7 1.1 -1.0 0.24
H 0.9756 1.2673 0.8178 -0.5 -1.2 -1.3 0.24
H -0.2530 1.8982 -0.1052 0.2 0.1 -1.2 0.24
H -1.1068 0.8391 1.6420 -0.6 0.1 -0.6 0.47
H -2.0492 -2.1714 0.7401 -0.8 -0.4 1.2 0.55
H -3.2441 0.5454 2.3263 -0.2 0.1 0.0 0.44
H -3.5455 -0.6736 1.1225 -0.3 0.4 -0.3 0.42
H 0.4234 -1.6912 -1.5233 0.3 -0.2 0.3 0.40
```
Positions in Å, forces in eV/Å.

## Properties
* Kohn-Sham gap (alpha / beta): 6.39 / 6.40 eV
* net charge: +2
* total energy: -151343.1813 eV
* relative energy (zero: lowest compared OMol25 entry of this formula, charge and spin): 87.4 kcal per mole
* molar mass: 277.948 g/mol

=====

# 3
The following is a quantum chemistry calculation of a structure of composition C6H9NO in a non-equilibrium geometry, from the OMol25 dataset.

Geometry as XYZ:
```
17
Properties=species:S:1:pos:R:3:forces:R:3:nbo_charge:R:1
C -0.8612 0.6288 2.3002 -1.4 0.4 0.7 -0.62
C -0.7130 0.6529 0.7876 -0.3 1.0 0.4 -0.23
C 0.7797 0.4624 0.3754 0.1 0.3 0.1 0.07
C -0.7352 -0.6970 0.0725 -0.7 -0.4 -1.2 0.07
C -0.4514 -0.2219 -1.4016 -0.3 -0.9 -1.1 -0.13
C 0.7563 0.5669 -1.1885 -0.1 2.2 0.8 -0.12
H -0.6886 1.6851 2.6619 0.0 -1.2 -0.1 0.21
H -1.9548 0.3780 2.5416 1.5 0.3 -0.1 0.21
H -0.1979 -0.1018 2.8174 -0.5 0.6 -0.5 0.23
H -1.3252 1.5116 0.4039 0.6 -0.8 -0.2 0.20
H 1.5416 0.8598 1.0445 0.3 0.2 -0.5 0.20
H -1.4573 -1.5226 0.1942 0.3 0.5 0.2 0.20
H -1.2173 -0.0460 -2.1667 0.2 0.2 0.7 0.21
H 1.0361 -0.4479 -2.9048 -0.6 -0.3 0.9 0.36
H 0.9321 1.5483 -1.6732 -0.1 -0.8 0.3 0.21
N 0.8722 -0.6791 -1.9030 0.6 -0.3 -0.4 -0.58
O 0.5719 -0.9330 0.5912 0.4 -1.0 -0.1 -0.49
```
Positions in Å, forces in eV/Å.

## Properties
* Kohn-Sham gap: 10.03 eV
* net charge: 0
* total energy: -9902.1510 eV
* relative energy (zero: lowest compared OMol25 entry of this formula, charge and spin): 79.6 kcal per mole
* molar mass: 111.144 g/mol

=====

# 4
The following is a quantum chemistry calculation of the ion C3H9N2S with charge -1 in a non-equilibrium geometry, from the OMol25 dataset.

Geometry as XYZ:
```
15
Properties=species:S:1:pos:R:3:forces:R:3:nbo_charge:R:1
N -1.8603 -1.5374 -1.8839 -1.4 0.0 -0.5 -0.84
C -0.6943 -0.7198 -2.1396 -1.2 1.2 -0.6 -0.05
N -0.6827 0.4339 -1.2907 1.0 1.7 0.0 -0.68
C -0.2987 0.0800 0.1431 1.5 2.6 -1.7 -0.22
C 0.9735 0.9358 0.6096 1.0 -2.1 0.8 -0.54
S 1.3271 0.4718 2.4195 -0.2 0.5 -1.0 -0.75
H -1.7729 -1.9708 -0.9932 0.6 -0.7 0.7 0.35
H -2.6806 -0.9568 -1.6832 0.4 0.3 -0.7 0.35
H -0.6141 -0.4538 -3.2046 -0.4 0.2 0.2 0.16
H 0.1089 -1.3593 -1.9728 1.9 -1.3 0.4 0.15
H -0.1645 1.2905 -1.6784 -0.8 -2.1 0.9 0.36
H -1.1661 0.2787 0.7394 -0.2 -0.1 0.7 0.19
H -0.0248 -0.9848 0.1448 0.0 0.4 0.4 0.18
H 1.8322 0.5325 0.0198 -0.5 -0.1 0.2 0.17
H 1.1656 2.0228 0.4596 -1.5 -0.4 0.0 0.19
```
Positions in Å, forces in eV/Å.

## Properties
* Kohn-Sham gap: 6.23 eV
* SMILES: NCNCC[S-]
* net charge: -1
* total energy: -17072.1877 eV
* relative energy (zero: lowest compared OMol25 entry of this formula, charge and spin): 30.9 kcal per mole
* molar mass: 105.186 g/mol